[1]
Below is a molecular structure, C53H48BHfN6O2P2S4, with properties calculated with ωB97M-V with the def2-TZVPD basis set.

HOMO energy: -0.174 Ha
E_LUMO: 2.252 eV
E: -132685.5653 eV
Net charge: -1
Gap between HOMO and LUMO: 7.0 eV
Relative energy (zero: lowest compared OMol25 entry of this formula, charge and spin): 0.0 kcal per mole

```
117
Properties=species:S:1:pos:R:3:forces:R:3
Hf -20.104962 10.049233 1.211129 0.259 0.833 -0.721
S -18.188405 8.713130 -0.447891 -0.250 -0.072 0.391
P -18.445579 7.428774 1.073610 -0.061 -0.914 -0.118
C -19.307281 8.298419 2.241121 0.598 -0.242 -1.241
P -20.059902 8.275589 3.694620 -0.263 -0.533 1.973
S -20.623252 10.175636 4.085193 -0.056 -0.033 -0.567
C -19.047990 7.781762 5.188172 -0.363 0.367 0.474
C -19.001074 8.661026 6.290824 -0.156 0.572 -1.134
C -18.234060 8.396394 7.401169 0.106 0.988 0.504
C -17.503253 7.242149 7.444210 1.213 -0.957 1.086
C -17.571837 6.323294 6.420167 -0.099 -1.048 -0.383
C -18.362680 6.573494 5.298591 0.085 0.050 0.443
C -21.455754 7.066192 3.794353 0.309 0.408 -0.385
C -21.907925 6.659352 5.043851 -0.133 0.331 0.207
C -22.996250 5.806400 5.138725 0.085 -0.472 0.498
C -23.597637 5.303605 3.983932 0.152 0.625 0.649
C -23.178723 5.757634 2.747510 0.356 0.068 -0.709
C -22.089509 6.628852 2.624925 -0.152 -0.048 0.933
C -16.893074 6.637079 1.645287 -0.253 0.991 -0.270
C -16.155698 5.785329 0.807052 -0.238 0.893 1.284
C -14.932126 5.347954 1.279684 -0.551 -0.316 -0.110
C -14.493277 5.719120 2.547117 0.371 0.132 -0.064
C -15.212446 6.603603 3.347193 0.607 -1.039 -0.058
C -16.425315 7.057507 2.874621 0.125 0.516 0.221
C -19.225526 5.865789 0.492506 -0.268 0.383 -0.835
C -19.709821 5.805448 -0.819417 0.408 0.637 0.614
C -20.262579 4.652304 -1.312736 -0.084 0.041 -1.191
C -20.315589 3.520077 -0.544721 -0.250 -1.395 0.064
C -19.826049 3.562788 0.746123 0.401 -0.204 0.721
C -19.273302 4.709474 1.270970 -0.041 1.145 0.299
H -19.491225 9.637167 6.202387 0.051 -0.525 0.063
H -18.137677 9.152429 8.196826 -0.187 -0.488 -0.383
H -16.832692 7.010718 8.293167 -0.522 0.276 -0.438
H -17.046556 5.349623 6.512880 -0.298 0.827 -0.163
H -18.421484 5.797110 4.554850 -0.075 0.019 -0.397
H -21.421318 7.083784 5.927656 -0.257 -0.343 -0.170
H -23.360723 5.484336 6.126979 0.201 0.192 -0.528
H -24.420729 4.623280 4.119679 -0.206 -0.162 -0.308
H -23.680437 5.439692 1.839559 0.007 -0.073 0.065
H -21.748410 7.002269 1.667277 -0.043 -0.183 -0.121
H -16.581532 5.555937 -0.145628 0.094 -0.395 -0.535
H -14.367793 4.638227 0.698851 0.296 -0.012 -0.144
H -13.529855 5.322879 2.844273 -0.025 0.078 0.319
H -14.845529 6.853200 4.339804 -0.072 0.186 -0.206
H -16.958058 7.813748 3.447641 -0.097 -0.219 -0.193
H -19.615710 6.663509 -1.475396 -0.038 0.042 0.207
H -20.567174 4.674599 -2.357923 -0.169 -0.273 0.232
H -20.680494 2.551690 -0.931576 0.090 0.733 0.116
H -19.783050 2.704404 1.392258 -0.304 -0.485 -0.084
H -18.899561 4.763525 2.300920 -0.093 -0.289 -0.392
S -20.253811 11.256172 -1.269838 0.171 0.383 0.307
C -19.016997 13.702446 0.940341 0.563 -0.239 -0.504
N -19.450554 14.653478 0.275837 -0.719 -0.120 0.857
N -18.690397 15.262938 -0.711524 0.870 -0.593 -0.982
C -17.378043 14.835905 -1.037623 0.224 0.023 0.126
C -16.973966 13.483943 -0.995106 -0.564 0.803 0.058
C -15.633294 13.157021 -1.109475 -0.619 0.026 -0.263
C -14.684074 14.106733 -1.417669 0.168 0.612 -0.265
C -15.100764 15.404780 -1.712811 0.000 -0.248 0.809
C -16.411085 15.765485 -1.454301 -0.663 0.545 -0.232
N -18.494752 12.891060 1.663159 0.086 -1.085 0.929
N -18.476719 11.472248 1.711797 0.170 0.546 -0.368
C -17.299015 11.073659 2.461087 -0.554 -0.059 -0.616
C -16.201978 10.498560 1.825368 0.367 0.035 0.432
C -15.112813 10.021389 2.565082 -0.745 0.312 -1.174
C -15.116022 10.115263 3.925730 0.289 -0.264 0.612
C -16.177160 10.716737 4.564814 -0.630 0.709 0.221
C -17.263211 11.213782 3.830809 0.274 -0.159 1.048
H -18.867992 16.247427 -0.652006 0.324 0.186 -0.205
H -17.721459 12.715088 -0.881914 -0.007 -0.199 0.220
H -15.387156 12.120415 -1.015707 0.333 -0.422 0.153
H -13.634225 13.876660 -1.413823 0.241 -0.226 -0.239
H -14.388182 16.170716 -1.997938 -0.020 -0.087 -0.047
H -16.709975 16.807488 -1.604056 0.045 -0.248 0.112
H -16.194368 10.436182 0.759568 -0.084 -0.115 -0.488
H -14.279708 9.575199 2.057050 0.246 -0.193 -0.237
H -14.297642 9.679828 4.482055 0.099 0.130 0.187
H -16.134301 10.859265 5.641056 -0.192 -0.128 -0.055
H -18.109201 11.676440 4.330507 0.153 -0.053 -0.040
C -26.562985 8.811973 0.881306 -0.375 0.069 -1.626
C -25.110413 9.152194 1.113702 -0.282 0.286 1.591
C -24.734735 9.764040 2.339765 0.224 -0.031 -0.436
C -23.379654 10.039011 2.518590 -0.728 -0.383 -0.169
N -22.489784 9.708344 1.585241 0.318 -0.621 -1.234
C -22.920591 9.034729 0.446242 -0.471 0.595 0.972
S -21.708873 8.504341 -0.597921 0.244 -0.163 0.435
N -24.230511 8.800635 0.216021 0.418 -0.320 -0.742
H -27.158438 8.844861 1.794065 0.051 0.088 -0.135
H -26.679566 7.835595 0.375061 0.349 0.156 0.607
H -27.009207 9.470990 0.083824 0.415 -0.104 1.000
H -25.497877 9.986373 3.081346 0.335 0.052 -0.032
H -22.930600 10.461286 3.416028 -0.495 -0.064 -0.184
C -27.106109 13.150542 1.545622 -0.328 0.118 -0.570
C -26.346932 14.348947 2.088683 0.230 0.466 -0.619
C -26.713297 15.628606 1.282961 -1.049 -0.852 0.445
C -26.802292 14.520076 3.505990 -0.181 0.054 1.112
C -24.862663 14.041046 1.955507 0.618 -0.552 -1.388
C -24.084256 13.608080 2.999838 0.400 0.045 0.968
C -22.794771 13.034483 2.865968 -0.973 0.455 0.113
C -22.337729 12.851439 1.582685 0.269 -0.134 1.224
O -21.215628 12.218442 1.126592 -0.126 -0.299 -0.433
B -21.342384 12.248305 -0.351975 0.825 -0.201 0.491
O -22.448247 13.019965 -0.648890 -0.066 -0.147 -1.081
C -23.063816 13.296700 0.506796 -1.508 1.220 0.437
C -24.291012 13.921057 0.661350 -0.219 -0.494 -0.002
H -28.179220 13.335376 1.558415 -0.169 0.050 0.024
H -26.913476 12.242569 2.096190 0.213 -0.245 0.346
H -26.807973 12.967934 0.527699 0.005 -0.173 -0.550
H -27.821096 15.775007 1.297190 0.776 -0.051 -0.026
H -26.382983 15.603480 0.262493 0.061 -0.284 -0.590
H -26.240257 16.483835 1.708087 0.298 0.734 0.557
H -27.844100 14.845057 3.500740 -0.056 0.058 0.028
H -26.222274 15.283496 4.040563 -0.085 -0.211 0.021
H -26.790788 13.561434 4.066419 0.225 0.570 -0.222
H -24.517149 13.716791 3.991420 0.343 -0.206 0.021
H -22.303093 12.725206 3.777808 0.359 -0.127 -0.260
H -24.863355 14.139401 -0.233709 0.097 0.162 0.039
```
Positions in Å, forces in eV/Å.


[2]
Below is a molecular structure, C6H12NO, with properties calculated with ωB97M-V with the def2-TZVPD basis set.

HOMO energy (alpha / beta): -0.327 / -0.345 Ha
E_LUMO (alpha / beta): 0.665 / -1.046 eV
E: -9947.6447 eV
Gap between HOMO and LUMO (alpha / beta): 9.6 / 8.3 eV
Relative energy (zero: lowest compared OMol25 entry of this formula, charge and spin): 97.0 kcal per mole
Spin multiplicity: 2

```
20
Properties=species:S:1:pos:R:3:forces:R:3
C 1.104024 1.769384 -1.743790 5.828 3.100 1.589
O 2.300543 2.324287 -1.960296 -6.203 -2.405 0.852
C 0.883599 0.587421 -0.761351 -0.659 3.963 -0.706
C -0.637207 0.335782 -0.526773 1.657 -1.453 -1.301
C -0.792860 -0.965010 0.251604 -0.216 -3.221 1.135
C -1.874826 -1.868405 -0.121536 2.815 1.620 2.719
C -0.059466 -2.343837 2.256282 0.381 2.045 0.639
N 0.155538 -1.283811 1.207267 -2.084 0.103 -1.257
H 0.233071 1.913224 -2.359903 -0.292 0.526 -0.783
H 1.202067 4.185693 -0.466355 -0.141 -0.550 -0.397
H 1.525882 0.623118 0.139562 -0.070 -0.461 -1.113
H 1.363275 0.447566 -1.782028 0.227 -3.939 0.445
H -1.041666 1.083215 0.159524 -0.044 0.401 -0.587
H -1.131624 0.292046 -1.578702 0.355 0.147 2.125
H -2.136032 -2.663831 0.587837 -0.088 0.200 -0.965
H -2.315017 -1.612791 -1.031818 -1.215 -0.215 -1.114
H -1.029447 -2.896798 2.294457 0.749 0.477 -0.197
H 0.813571 -3.038571 2.324970 -0.739 0.564 -0.399
H 0.043361 -1.650177 3.185714 -0.406 -1.536 -1.139
H 1.393212 4.761494 -0.074664 0.144 0.633 0.453
```
Positions in Å, forces in eV/Å.


[3]
Below is 10 unconnected molecules or ions with the total composition C13H41NO9, with properties calculated with ωB97M-V with the def2-TZVPD basis set.

HOMO energy: -0.307 Ha
E_LUMO: -0.005 eV
E: -34058.4123 eV
Gap between HOMO and LUMO: 8.3 eV
SMILES: c1cc[nH]c1.CO.CO.CO.CO.CO.CO.CO.CO.CO

```
64
Properties=species:S:1:pos:R:3:forces:R:3
C -0.339612 -30.757136 -12.147486 0.326 -1.180 -0.442
C -0.016788 -29.816637 -11.157255 -0.017 -0.267 1.135
C 0.563789 -30.539599 -10.124500 0.220 0.074 0.149
N 0.632052 -31.864989 -10.468936 -0.312 0.771 -0.366
C 0.101929 -31.989512 -11.715444 -0.233 -0.008 -0.506
H -0.851840 -30.714795 -13.095702 0.065 0.672 0.001
H -0.278940 -28.774242 -11.091404 0.172 0.061 -0.198
H 1.026008 -30.252597 -9.192962 -0.277 0.289 0.031
H 0.905787 -32.592691 -9.829563 0.137 -0.166 -0.109
H 0.080523 -32.899657 -12.292321 -0.021 -0.221 0.371
C -3.044869 -34.170544 -3.065868 0.287 -0.618 -0.111
O -3.677831 -34.002633 -1.807408 -0.115 0.862 0.012
H -3.711262 -34.721340 -3.731820 0.270 -0.210 -0.096
H -2.794612 -33.249232 -3.592697 -0.415 0.434 0.571
H -2.078403 -34.662272 -2.922433 -0.110 -0.316 -0.255
H -3.430271 -34.717589 -1.221807 0.076 -0.131 -0.090
C -2.982668 -32.397875 -11.263637 0.465 1.135 -1.208
O -4.379647 -32.408449 -11.433224 -0.548 -0.956 0.378
H -2.684999 -31.436185 -10.832712 0.324 -0.400 0.482
H -2.587557 -33.267781 -10.741154 -0.498 0.110 0.415
H -2.476383 -32.411956 -12.237519 -0.164 -0.126 0.006
H -4.685912 -31.547957 -11.718646 0.149 0.137 -0.017
C -4.909788 -30.348648 -5.040650 0.512 -0.552 0.285
O -6.144336 -30.771080 -5.569981 -0.262 0.278 -0.405
H -4.858421 -30.611679 -3.979963 0.087 0.320 0.127
H -4.044770 -30.830223 -5.507235 -0.139 -0.127 -0.203
H -4.775039 -29.279023 -5.190457 -0.364 0.076 0.109
H -6.133529 -31.726032 -5.686948 0.320 -0.041 0.110
C -1.156951 -32.630569 -7.291333 0.713 0.443 0.209
O -1.716933 -32.890967 -6.006590 -0.062 -0.218 -0.288
H -0.071161 -32.604461 -7.167597 0.109 -0.091 -0.392
H -1.415028 -33.402711 -8.012345 -0.156 -0.247 0.300
H -1.456385 -31.673244 -7.724225 -0.243 0.049 0.178
H -1.500815 -32.151074 -5.425996 -0.188 0.205 0.012
C 3.327268 -32.919491 -9.241583 1.148 1.787 0.400
O 2.271818 -33.561244 -8.521587 0.882 0.187 -0.887
H 4.192081 -33.489729 -9.585100 -0.531 -0.873 -0.012
H 3.024440 -32.272321 -10.063432 -0.790 -0.749 -0.265
H 3.816028 -32.132596 -8.646116 -0.136 -0.231 0.630
H 2.734386 -34.049223 -7.823837 -0.265 -0.126 0.179
C -0.954872 -29.077197 -3.877851 1.242 0.716 0.883
O -0.894868 -30.381862 -4.435790 -0.608 -0.020 -0.751
H -1.650912 -28.327646 -4.257053 -0.738 -0.991 -0.521
H -1.101042 -29.186093 -2.803672 -0.133 0.230 0.058
H -0.015865 -28.534375 -4.035072 0.226 -0.327 0.161
H 0.022576 -30.641603 -4.538966 0.077 0.228 0.092
C 2.401642 -33.971186 -5.269828 -0.076 0.195 0.882
O 3.466474 -34.617022 -5.965008 -0.281 0.301 0.001
H 1.447811 -34.231562 -5.720159 0.099 0.093 -0.280
H 2.332908 -34.260367 -4.215587 0.182 -0.419 -0.082
H 2.543402 -32.888408 -5.214928 -0.144 0.076 -0.510
H 4.279605 -34.213200 -5.646084 0.095 -0.183 -0.108
C -4.908739 -33.780794 -7.378658 0.628 -0.578 0.953
O -4.382006 -33.467314 -6.094283 -0.920 0.434 0.656
H -4.960845 -34.873288 -7.417257 0.248 0.001 -0.736
H -5.946108 -33.453598 -7.449007 0.138 0.428 0.036
H -4.284172 -33.314758 -8.141049 -0.278 -0.253 -0.398
H -3.413150 -33.440870 -6.027797 -0.168 0.035 -0.582
C -3.361300 -36.206280 -9.784418 -0.244 -0.210 -0.022
O -2.894899 -37.083531 -8.765131 0.195 0.360 0.010
H -2.921405 -36.426214 -10.758572 -0.073 -0.222 -0.080
H -4.434345 -36.375814 -9.800102 -0.052 0.055 -0.321
H -3.216269 -35.136138 -9.619441 0.188 -0.041 0.485
H -1.949328 -36.968830 -8.634650 -0.021 0.054 -0.068
```
Positions in Å, forces in eV/Å.


[4]
Below is a single C5H6O2 molecule, with properties calculated with ωB97M-V with the def2-TZVPD basis set.

HOMO energy: -0.383 Ha
E_LUMO: 0.591 eV
E: -9376.9341 eV
Gap between HOMO and LUMO: 11.0 eV
Relative energy (zero: lowest compared OMol25 entry of this formula, charge and spin): 3.7 kcal per mole
SMILES: C[C@@H]1C=CC(=O)O1

```
13
Properties=species:S:1:pos:R:3:forces:R:3
C -1.652653 -0.313639 -0.333753 -0.076 0.056 -0.047
C -0.508646 0.113632 0.589733 -0.061 0.055 0.002
C 0.458596 1.152809 0.066496 0.084 -0.157 -0.022
C 1.612529 0.560772 -0.227126 -0.115 0.079 0.016
C 1.483280 -0.889166 0.079172 0.320 -0.215 -0.058
O 2.219803 -1.801216 -0.177870 -0.146 0.388 0.207
O 0.302313 -1.058476 0.732740 0.123 -0.142 -0.051
H -1.914789 -1.337366 -0.050501 -0.090 0.218 -0.024
H -2.545132 0.309323 -0.243744 0.172 0.081 -0.023
H -1.323157 -0.334374 -1.377580 -0.030 0.051 0.156
H -0.892574 0.400390 1.575734 0.096 -0.146 -0.081
H 0.233752 2.212324 -0.011241 -0.091 -0.234 -0.090
H 2.526681 0.984989 -0.622066 -0.185 -0.032 0.015
```
Positions in Å, forces in eV/Å.


Q: The lowest E belongs to which entry?
A: C53H48BHfN6O2P2S4


Q: Look up the E of the third one.
A: -34058.4123 eV


Q: Which of these has the lowest E?
A: C53H48BHfN6O2P2S4


Q: Which of these has the lowest E?
A: C53H48BHfN6O2P2S4